ORCA calculation (ωB97M-V/def2-TZVPD) on 2 unconnected molecules or ions with the total composition C2H7NO2.

XYZ file:
```
12
Properties=species:S:1:pos:R:3:nbo_charge:R:1
C 1.8145 -1.1445 -0.1737 -0.0088
N 1.9981 -0.0715 -0.7929 -0.6460
H 2.5559 -1.6832 0.4188 0.1489
H 0.8309 -1.5978 -0.2212 0.1690
H 2.9395 0.3203 -0.7209 0.3434
O -0.3742 0.7403 0.8064 -0.7333
C -1.7414 0.7237 0.5540 0.2294
O -2.1360 -0.2499 -0.3626 -0.7215
H 0.1260 0.8627 -0.0126 0.4815
H -2.0842 1.7222 0.2222 0.1159
H -2.2272 0.4705 1.4979 0.1571
H -1.7018 -0.0926 -1.2153 0.4644
```

Output
- energy relative to the best compared isomer or geometry (same formula, charge and spin) (kcal/mol) = 49.7
- structure (SMILES) = C=N.OCO
- Kohn-Sham gap (eV) = 11.302

=====

ORCA calculation (ωB97M-V/def2-TZVPD) on a molecular structure, C2H7NO2 in a non-equilibrium geometry.

XYZ file:
```
12
Properties=species:S:1:pos:R:3:nbo_charge:R:1
C 0.6908 0.8850 -1.0191 -0.4269
N 0.0257 -0.4367 -1.1500 -0.8083
H -0.0164 1.6520 -1.2771 0.2064
H 1.0572 1.0926 0.0039 0.2458
H 1.5396 0.9208 -1.7001 0.1903
H -0.6571 -0.5259 -1.9152 0.3959
H -0.6167 -0.6134 0.0097 0.4600
H 0.6282 -1.2467 -1.1088 0.3939
O 0.3983 0.2274 2.2522 -0.6587
C -0.6346 -0.4029 2.0467 0.6530
O -1.2080 -0.8286 0.9507 -0.7281
H -1.2069 -0.7238 2.9072 0.0766
```

Output
- energy relative to the best compared isomer or geometry (same formula, charge and spin) (kcal/mol) = 24.1
- Kohn-Sham gap (eV) = 10.222

=====

ORCA calculation (ωB97M-V/def2-TZVPD) on 2 unconnected molecules or ions with the total composition C2H7NO2 in a non-equilibrium geometry.

XYZ file:
```
12
Properties=species:S:1:pos:R:3:nbo_charge:R:1
C 1.8553 0.5439 0.0750 -0.4088
N 1.1428 -0.3234 -0.7473 -0.6324
C -0.1530 -0.0424 -1.1997 0.5239
O -0.9607 -0.8850 -1.6349 -0.5731
H 2.4228 1.2986 -0.5447 0.2035
H 2.4529 -0.0077 0.8393 0.2275
H 1.0397 1.3861 0.5216 0.1560
H 1.1635 -1.2486 -0.3682 0.3887
H -0.3451 1.0286 -1.3143 0.1132
O -1.8088 0.4164 2.6866 -0.9352
H -1.5492 -0.4933 2.3381 0.4708
H -1.2419 1.0404 2.0936 0.4658
```

Output
- energy relative to the best compared isomer or geometry (same formula, charge and spin) (kcal/mol) = 47.2
- structure (SMILES) = CNC=O.O
- Kohn-Sham gap (eV) = 10.497

=====

ORCA calculation (ωB97M-V/def2-TZVPD) on 2 unconnected molecules or ions with the total composition C2H7NO2 in a non-equilibrium geometry.

XYZ file:
```
12
Properties=species:S:1:pos:R:3:lowdin_spin:R:1
C -2.6343 0.2751 -0.0789 0.0001
O -1.8310 -0.6445 -0.8390 0.0031
H -3.6752 0.0358 -0.2889 0.0000
H -2.4490 1.2997 -0.4009 0.0000
H -2.4955 0.1048 0.9866 0.0001
H -2.2577 -0.9596 -1.6369 0.0000
C 1.6662 0.3417 0.6700 0.1167
N 0.8675 -0.2848 -0.1670 0.0243
O 2.9009 0.3461 0.6559 0.8028
H 1.1060 0.8998 1.4383 0.0507
H 1.0622 -1.0595 -0.7839 0.0011
H -0.1386 -0.0683 -0.2421 0.0012
```

Output
- energy relative to the best compared isomer or geometry (same formula, charge and spin) (kcal/mol) = 31.7
- 2S+1 = 2
- total charge = +1
- Kohn-Sham gap (spin up / spin down) (eV) = 10.213 / 5.374

=====

ORCA calculation (ωB97M-V/def2-TZVPD) on 2 unconnected molecules or ions with the total composition C2H7NO2 in a non-equilibrium geometry.

XYZ file:
```
12
Properties=species:S:1:pos:R:3:lowdin_spin:R:1
C 2.2101 -2.9416 -0.4350 0.1161
O 2.4507 -4.0758 0.3139 0.4292
H 1.6015 -3.2444 -1.2770 0.0009
H 1.6894 -2.0685 0.0261 0.0417
H 3.1821 -2.5002 -0.7544 0.0621
H 2.8572 -3.8552 1.1738 0.0011
C -2.1597 2.6401 0.6467 0.0080
N -2.5769 3.6195 -0.2459 0.1768
O -2.1235 1.5189 0.2402 0.1538
H -2.0842 3.0305 1.6783 0.0028
H -2.6873 3.2874 -1.2147 0.0027
H -2.3594 4.5893 -0.1520 0.0048
```

Output
- energy relative to the best compared isomer or geometry (same formula, charge and spin) (kcal/mol) = 57.0
- 2S+1 = 2
- total charge = +1
- Kohn-Sham gap (spin up / spin down) (eV) = 11.572 / 1.859

=====

ORCA calculation (ωB97M-V/def2-TZVPD) on a gas-phase ion, C2H7NO2P (charge +1) in a non-equilibrium geometry.

XYZ file:
```
13
Properties=species:S:1:pos:R:3:nbo_charge:R:1
C 0.5429 1.3187 -0.1244 -0.6815
C 0.1504 -0.0235 0.5566 0.3018
N 0.9332 -1.2836 -0.0659 -0.7244
O -1.2288 -0.3515 0.2017 -0.8663
P -2.6468 0.4815 -0.2869 1.5872
O -3.5362 -0.6082 -0.5454 -0.9431
H 1.2874 1.1942 -0.8551 0.2271
H 0.9630 1.9995 0.6763 0.2594
H -0.2164 1.9050 -0.5855 0.2556
H 0.4360 -0.0573 1.6057 0.2169
H 1.0471 -1.0144 -1.0447 0.4490
H 0.3375 -2.0507 0.1955 0.4634
H 1.9306 -1.5098 0.2722 0.4547
```

Output
- energy relative to the best compared isomer or geometry (same formula, charge and spin) (kcal/mol) = 20.6
- structure (SMILES) = C[C@H]([NH3+])OP=O
- total charge = +1
- Kohn-Sham gap (eV) = 10.794

=====

ORCA calculation (ωB97M-V/def2-TZVPD) on 2 unconnected molecules or ions with the total composition C2H7NO2S in a non-equilibrium geometry.

XYZ file:
```
13
Properties=species:S:1:pos:R:3:nbo_charge:R:1
C 0.0836 0.4483 -1.2598 -0.4468
C -1.0247 -0.6565 0.6084 -0.4385
N -0.7655 0.5632 -0.0652 -0.6587
O -1.1784 1.9009 1.9188 -0.9095
O -0.3011 2.9130 -0.1704 -0.9308
S -0.3188 1.8635 0.7837 2.1652
H -0.5535 -0.0596 -1.9568 0.2117
H 0.1373 1.4549 -1.6074 0.2497
H 1.0479 -0.1584 -1.1441 0.1992
H -1.6550 -0.4430 1.4495 0.2384
H -1.7209 -1.2275 -0.0140 0.2148
H -0.1489 -1.3615 0.9175 0.1932
H 1.5653 1.5144 1.1623 -0.0880
```

Output
- energy relative to the best compared isomer or geometry (same formula, charge and spin) (kcal/mol) = 90.0
- Kohn-Sham gap (eV) = 9.753

=====

ORCA calculation (ωB97M-V/def2-TZVPD) on 2 unconnected molecules or ions with the total composition C2H7NO2S in a non-equilibrium geometry.

XYZ file:
```
13
Properties=species:S:1:pos:R:3:nbo_charge:R:1
C -0.6197 -0.2274 2.1094 -0.4924
C 0.2962 -0.0387 -1.5739 0.2285
N -1.3535 0.4578 1.0543 -0.4380
O 0.5324 0.1224 -2.8494 -0.6898
O 1.0154 -1.1197 -1.0849 -0.7155
S 0.4793 1.5445 -0.6722 -0.0629
H -1.4055 -0.8172 2.7374 0.2458
H -0.0730 -1.1309 1.7862 0.2351
H 0.1634 0.3679 2.6232 0.2052
H -0.7284 -0.4118 -1.3423 0.1884
H -1.5743 1.4388 1.0670 0.3654
H 1.4034 0.5871 -3.0192 0.4713
H 1.8641 -0.7729 -0.8355 0.4590
```

Output
- energy relative to the best compared isomer or geometry (same formula, charge and spin) (kcal/mol) = 119.2
- Kohn-Sham gap (spin up / spin down) (eV) = 6.765 / 6.756

=====

ORCA calculation (ωB97M-V/def2-TZVPD) on C2H7NO2Si in the gas phase in a non-equilibrium geometry.

XYZ file:
```
13
Properties=species:S:1:pos:R:3:nbo_charge:R:1
C -0.2774 0.8913 1.5614 -1.0710
Si 0.7898 0.0354 0.1459 1.4280
C -0.0863 -0.5958 -1.3335 -1.1356
N 1.7839 -1.2834 1.0969 0.2500
O 1.7500 -1.2100 2.3514 -0.3978
O 2.3483 -2.1915 0.4684 -0.3897
H -0.9013 1.7765 1.3151 0.2433
H -1.0482 0.3232 2.0243 0.2473
H 0.3176 1.1624 2.3472 0.2462
H 1.8191 0.8485 -0.3340 -0.2037
H -0.7115 -1.3664 -0.9573 0.2466
H -0.7062 0.1938 -1.7362 0.2641
H 0.6414 -1.1977 -1.8957 0.2723
```

Output
- energy relative to the best compared isomer or geometry (same formula, charge and spin) (kcal/mol) = 99.6
- structure (SMILES) = C[SiH](C)[N+](=O)[O-]
- Kohn-Sham gap (eV) = 10.657

=====

ORCA calculation (ωB97M-V/def2-TZVPD) on 2 unconnected molecules or ions with the total composition C2H7NO3 in a non-equilibrium geometry.

XYZ file:
```
13
Properties=species:S:1:pos:R:3:nbo_charge:R:1
C -1.5445 1.6368 1.9747 -0.4145
N -0.1404 1.4132 1.6715 -0.6411
C 0.3332 0.3801 0.9136 0.8755
O 1.5078 0.2309 0.6650 -0.6437
O -0.6429 -0.3532 0.3286 -0.6979
H -2.2823 1.4809 1.1858 0.2053
H -1.8177 0.9577 2.7855 0.1979
H -1.6430 2.6700 2.3054 0.2062
H 0.4789 2.1979 1.6607 0.4073
H -0.1545 -0.9152 -0.2914 0.5048
O 0.8632 -2.5658 -4.4650 -0.9259
H -0.0397 -2.4269 -4.7849 0.4624
H 0.9259 -3.5190 -4.6330 0.4636
```

Output
- energy relative to the best compared isomer or geometry (same formula, charge and spin) (kcal/mol) = 9.8
- structure (SMILES) = CNC(=O)O.O
- Kohn-Sham gap (eV) = 10.487